12
Properties=species:S:1:pos:R:3 method="wB97M-V/def2-TZVPD" smiles="[H]/N=C/N.C" spin_multiplicity=1 max_force_ev_per_a=2.7 lumo_energy_ev=0.966
N 0.04173 1.79879 2.14841
C 0.12318 1.20390 0.86826
N 1.17696 1.40582 0.17049
H 0.31894 2.75385 2.08638
H 0.51663 1.36182 2.94468
H -0.57788 0.42675 0.50685
H 1.25286 0.69221 -0.55393
C -0.57246 -1.87636 -1.63514
H -1.14301 -1.05671 -2.08600
H 0.37389 -2.03759 -2.18038
H -1.09813 -2.88221 -1.70656
H -0.41270 -1.79024 -0.56307

12
Properties=species:S:1:pos:R:3 method="wB97M-V/def2-TZVPD" smiles="C=NC.N" spin_multiplicity=1 max_force_ev_per_a=0.5 lumo_energy_ev=1.040
N 2.64526 -1.76842 -0.22212
H 2.57267 -1.36341 0.69863
H 3.14738 -1.13111 -0.82629
H 3.22471 -2.59012 -0.09781
C -2.37931 1.24582 -0.05784
C -0.22815 0.45128 0.24829
N -1.03745 1.38909 0.47826
H -3.09846 1.20196 0.76305
H -2.54864 0.31762 -0.61899
H -2.59461 2.11452 -0.67663
H 0.77057 0.56111 0.66141
H -0.47397 -0.42834 -0.34996

12
Properties=species:S:1:pos:R:3 method="wB97M-V/def2-TZVPD" smiles="[H]/N=C/N.C" spin_multiplicity=1 max_force_ev_per_a=4.9 lumo_energy_ev=1.035
C 0.52452 -0.65855 2.34393
H 0.77335 -1.66786 2.81127
H 1.16688 -0.41878 1.53566
H 0.54203 0.20812 3.08028
H -0.53311 -0.84495 1.86764
N -1.19065 0.21170 -0.98216
C -0.36500 0.55434 -2.02971
N 0.86018 0.09421 -2.14307
H -1.53179 1.05262 -0.73595
H -0.87036 -0.46337 -0.14253
H -0.78972 1.20017 -2.84746
H 1.41367 0.73236 -2.75791

13
Properties=species:S:1:pos:R:3 method="wB97M-V/def2-TZVPD" smiles="N/C=C/N.O" spin_multiplicity=1 max_force_ev_per_a=1.1 lumo_energy_ev=0.750
C -0.85418 -0.43277 0.10456
C -0.49957 -1.10203 -0.97173
N 0.21176 -0.54799 -2.03472
N -1.42207 -1.02257 1.24708
H -0.64318 0.63456 0.00877
H -0.56327 -2.18690 -0.96461
H -0.14514 -0.57833 -2.97340
H 0.61351 0.36041 -1.88045
H -2.32517 -0.65449 1.48702
H -0.82797 -1.06616 2.05706
H 1.98127 2.50468 2.15855
H 1.70711 1.72351 0.84755
O 2.19357 2.47640 1.22121

What did the third record say?
12
Properties=species:S:1:pos:R:3 method="wB97M-V/def2-TZVPD" smiles="[H]/N=C/N.C" spin_multiplicity=1 max_force_ev_per_a=4.9 lumo_energy_ev=1.035
C 0.52452 -0.65855 2.34393
H 0.77335 -1.66786 2.81127
H 1.16688 -0.41878 1.53566
H 0.54203 0.20812 3.08028
H -0.53311 -0.84495 1.86764
N -1.19065 0.21170 -0.98216
C -0.36500 0.55434 -2.02971
N 0.86018 0.09421 -2.14307
H -1.53179 1.05262 -0.73595
H -0.87036 -0.46337 -0.14253
H -0.78972 1.20017 -2.84746
H 1.41367 0.73236 -2.75791